Run A
Molecular formula: C3H6N2O2
Method: DFT, ωB97M-V with the def2-TZVPD basis set

Computed properties:
- HOMO (eV) = -9.505
- net charge = 0
- HOMO-LUMO gap (eV) = 7.94

XYZ file:
```
13
C3H6N2O2 ωB97M-V with the def2-TZVPD basis set
C -0.9596 -0.1126 -0.3120
C 0.9864 0.9757 -0.5510
C 1.5756 -0.0056 0.4958
H -2.4333 0.7506 0.6369
H -2.1412 -1.2506 1.3882
H -0.7928 -2.0859 -0.5985
H 1.3220 0.5779 -1.5371
H 1.4123 2.1194 -0.6633
H 1.2224 0.1490 1.6734
N -2.3333 -0.1281 0.1444
N -0.3037 -1.1646 -0.7400
O -0.1817 0.9542 -0.0156
O 2.6269 -0.7795 0.0788
```

Want to see where the charge sits? The Löwdin charges in e are:
1 C -0.5583
2 C -0.2847
3 C -0.1222
4 H 0.0255
5 H 0.3010
6 H 0.0888
7 H 0.1377
8 H 0.1859
9 H 0.1827
10 N 0.0953
11 N 0.1320
12 O -0.0848
13 O -0.0989

***

Run B
Molecular formula: C3H6N2O2
Method: DFT, ωB97M-V with the def2-TZVPD basis set

Computed properties:
- HOMO (spin up / spin down) (eV) = -6.183 / -6.174
- net charge = 0
- HOMO-LUMO gap (spin up / spin down) (eV) = 6.82 / 6.81

XYZ file:
```
13
C3H6N2O2 ωB97M-V with the def2-TZVPD basis set
C 0.3874 0.3893 -0.1767
C 1.3211 -2.5010 1.4824
C -0.5243 -1.7134 -0.5605
N 0.2701 1.6747 0.4906
N -0.4813 -0.5535 0.1295
O 1.8594 -1.4666 1.5530
O 0.8848 -3.5752 1.5237
H 1.1034 0.2131 -0.8699
H -1.0902 -2.5199 -0.3205
H 0.1230 -1.6874 -1.4487
H -0.5453 1.5612 1.0868
H 1.1223 1.8715 0.9277
H -1.1597 -0.3344 0.8738
```

Want to see where the charge sits? The Löwdin charges in e are:
1 C -0.2113
2 C -0.4472
3 C -0.1011
4 N 0.0549
5 N -0.0839
6 O 0.1650
7 O 0.1833
8 H 0.0904
9 H 0.0042
10 H 0.0653
11 H 0.0666
12 H 0.0431
13 H 0.1708

***

Run C
Molecular formula: C3H6N2O2
Method: DFT, ωB97M-V with the def2-TZVPD basis set

Computed properties:
- HOMO (eV) = -9.862
- SMILES = [H]/N=C(/NC=O)OC
- net charge = 0
- HOMO-LUMO gap (eV) = 10.63

XYZ file:
```
13
C3H6N2O2 ωB97M-V with the def2-TZVPD basis set
H 1.9557 1.0986 0.0451
N 1.0482 1.4493 -0.0569
C 0.0909 0.6000 0.1663
N -1.2592 0.9617 0.1869
C -2.3804 0.0774 0.0175
O -2.2954 -1.1470 -0.0383
O 0.2885 -0.7815 0.2640
C 1.5770 -1.0882 -0.0616
H -1.5504 1.8854 -0.3248
H -3.4229 0.6029 -0.0103
H 1.8612 -2.1901 -0.3520
H 2.1239 -1.0238 1.0019
H 1.9628 -0.4448 -0.8378
```

Want to see where the charge sits? The Löwdin charges in e are:
1 H 0.0026
2 N 0.1358
3 C -0.4379
4 N 0.0921
5 C -0.2739
6 O 0.0297
7 O -0.0763
8 C -0.1484
9 H 0.1863
10 H 0.1510
11 H 0.1262
12 H 0.1394
13 H 0.0734

***

Run D
Molecular formula: C3H6N2O2
Method: DFT, ωB97M-V with the def2-TZVPD basis set

Computed properties:
- HOMO (eV) = -7.663
- SMILES = [H]/N=C/O/C=C(\[NH3+])[O-]
- net charge = 0
- HOMO-LUMO gap (eV) = 8.09

XYZ file:
```
13
C3H6N2O2 ωB97M-V with the def2-TZVPD basis set
H 2.4575 -0.2792 -2.0459
N 1.7363 -0.4754 -1.3537
C 1.7287 0.4205 -0.4656
O 0.8883 0.4516 0.6113
C 0.1761 -0.7566 0.8434
C -1.1360 -0.8915 0.5474
N -1.7020 0.7292 0.2394
O -2.0639 -1.6675 0.5359
H 2.3833 1.2977 -0.4171
H 0.7540 -1.6075 1.1764
H -2.6528 0.7305 -0.1287
H -1.0573 1.2772 -0.3213
H -1.7077 1.1240 1.1683
```

Want to see where the charge sits? The Löwdin charges in e are:
1 H 0.0515
2 N 0.1188
3 C -0.3191
4 O -0.1078
5 C -0.1351
6 C -0.4197
7 N 0.1916
8 O 0.0161
9 H 0.1279
10 H 0.1161
11 H 0.1300
12 H 0.1107
13 H 0.1191

***

Most stable structure - run C; separation to the second - 0.424 eV.

***

Run A
Molecular formula: C3H6N2O2
Method: DFT, ωB97M-V with the def2-TZVPD basis set

Computed properties:
- HOMO (eV) = -8.660
- SMILES = [O-][N+]1=CN(O)CC1
- net charge = 0
- HOMO-LUMO gap (eV) = 9.08

XYZ file:
```
13
C3H6N2O2 ωB97M-V with the def2-TZVPD basis set
O -2.8897 0.5688 0.1090
N -1.6414 0.3729 -0.0157
C -0.8636 1.3942 -0.3351
N 0.6953 0.8829 -0.5063
O 1.4907 1.2698 0.5938
C 0.4873 -0.5459 -0.2923
C -0.9246 -0.8302 0.4150
H -0.9614 2.4620 -0.4842
H 1.8285 2.1210 0.2013
H 1.1912 -0.9862 0.3105
H 0.6343 -1.1589 -1.1280
H -1.5029 -1.6125 -0.0756
H -0.6961 -0.9817 1.5320
```

Want to see where the charge sits? The Löwdin charges in e are:
1 O -0.0780
2 N -0.2920
3 C 0.0826
4 N -0.1362
5 O -0.0788
6 C -0.1631
7 C -0.0361
8 H 0.1257
9 H 0.1209
10 H 0.0797
11 H 0.0948
12 H 0.1231
13 H 0.1575

***

Run B
Molecular formula: C3H6N2O2
Method: DFT, ωB97M-V with the def2-TZVPD basis set

Computed properties:
- HOMO (eV) = -9.717
- SMILES = [H]/N=C/OCC(N)=O
- net charge = 0
- HOMO-LUMO gap (eV) = 10.53

XYZ file:
```
13
C3H6N2O2 ωB97M-V with the def2-TZVPD basis set
H 1.8058 0.9723 -1.8270
N 1.2099 0.4655 -1.1786
C 1.6585 0.5805 0.0017
O 1.0891 0.0704 1.0915
C -0.0652 -0.7715 0.9816
C -1.3556 -0.0941 0.4801
N -1.5695 -0.1710 -0.8627
O -2.1531 0.3694 1.2746
H 2.5691 1.1116 0.2906
H 0.1774 -1.6522 0.3779
H -0.2656 -1.0626 2.0122
H -2.3649 0.3543 -1.1982
H -0.7357 -0.1726 -1.4436
```

Want to see where the charge sits? The Löwdin charges in e are:
1 H 0.0620
2 N 0.1071
3 C -0.2973
4 O -0.0409
5 C -0.0868
6 C -0.5144
7 N 0.1485
8 O 0.0552
9 H 0.1377
10 H 0.1296
11 H 0.1304
12 H 0.1092
13 H 0.0597

***

Run C
Molecular formula: C3H6N2O2
Method: DFT, ωB97M-V with the def2-TZVPD basis set

Computed properties:
- HOMO (eV) = -10.687
- SMILES = C[C@H]1CN1[N+](=O)[O-]
- net charge = 0
- HOMO-LUMO gap (eV) = 11.35

XYZ file:
```
13
C3H6N2O2 ωB97M-V with the def2-TZVPD basis set
C 0.0408 1.0868 0.3964
C -0.4567 -0.3196 0.2135
C 0.3366 -1.3458 -0.5172
N 0.2460 -1.3583 0.9137
N -0.3336 -2.3498 1.6459
O 0.0176 -3.4752 1.3993
O -1.0855 -1.9975 2.5189
H 1.1267 1.1032 0.4235
H -0.3389 1.4946 1.3300
H -0.3064 1.7102 -0.4238
H -1.5392 -0.4179 0.1929
H -0.1725 -2.1396 -1.0506
H 1.3106 -1.0903 -0.9106
```

Want to see where the charge sits? The Löwdin charges in e are:
1 C -0.0401
2 C -0.2827
3 C -0.0438
4 N 0.0042
5 N -0.4389
6 O 0.0875
7 O 0.0869
8 H 0.0821
9 H 0.0813
10 H 0.0798
11 H 0.1492
12 H 0.1195
13 H 0.1151

***

Run D
Molecular formula: C3H6N2O2
Method: DFT, ωB97M-V with the def2-TZVPD basis set

Computed properties:
- HOMO (eV) = -7.071
- net charge = 0
- HOMO-LUMO gap (eV) = 7.72

XYZ file:
```
13
C3H6N2O2 ωB97M-V with the def2-TZVPD basis set
C -0.2830 0.2758 0.3258
C 0.1008 -1.0813 -0.2241
N -0.5200 1.2698 -0.6682
C 1.3747 -0.8244 0.1719
O -1.3034 0.2989 1.2861
O -0.5245 -2.0138 -0.8561
N 1.0920 0.2973 0.8075
H -2.0942 0.4777 0.7567
H -1.4755 -1.9212 -0.6749
H 0.2090 1.2614 -1.3769
H -0.5166 2.1995 -0.2591
H 1.6413 1.1397 0.7054
H 2.2995 -1.3792 0.0058
```

Want to see where the charge sits? The Löwdin charges in e are:
1 C -0.5699
2 C -0.3081
3 N 0.1125
4 C -0.0860
5 O 0.0492
6 O 0.1067
7 N 0.0289
8 H 0.1005
9 H 0.1313
10 H 0.0978
11 H 0.0882
12 H 0.1248
13 H 0.1239

***

Most stable structure - run B; separation to the second - 2.560 eV.

***

Run A
Molecular formula: C3H6N2O2
Method: DFT, ωB97M-V with the def2-TZVPD basis set

Computed properties:
- HOMO (eV) = -8.792
- SMILES = C=[N+]([O-])O.C=C=N
- net charge = 0
- HOMO-LUMO gap (eV) = 9.37

XYZ file:
```
13
C3H6N2O2 ωB97M-V with the def2-TZVPD basis set
C -0.9815 1.3977 -0.1254
N -1.6268 0.3386 0.2341
O -1.7393 -0.1378 1.3766
O -2.0578 -0.4911 -0.8009
H -0.7897 2.0862 0.6457
H -0.7065 1.5170 -1.1723
H -2.5771 -1.3447 -0.5605
C 1.1291 -0.3725 -1.5109
C 1.1171 -0.1392 -0.2325
N 1.3121 -0.0890 0.9873
H 1.4001 0.4195 -2.3297
H 0.6405 -1.3073 -1.8505
H 0.5689 0.0792 1.6150
```

Want to see where the charge sits? The Löwdin charges in e are:
1 C 0.0476
2 N -0.4025
3 O -0.0419
4 O 0.0152
5 H 0.0950
6 H 0.0985
7 H 0.1787
8 C -0.0476
9 C -0.3239
10 N 0.1758
11 H 0.1020
12 H 0.0696
13 H 0.0335

***

Run B
Molecular formula: C3H6N2O2
Method: DFT, ωB97M-V with the def2-TZVPD basis set

Computed properties:
- HOMO (eV) = -10.169
- SMILES = [H]/N=C(/NC=O)OC
- net charge = 0
- HOMO-LUMO gap (eV) = 10.84

XYZ file:
```
13
C3H6N2O2 ωB97M-V with the def2-TZVPD basis set
H 1.3055 -1.0887 -1.0147
N 0.3118 -0.9815 -1.1802
C -0.3285 -0.5453 -0.1825
N -1.7310 -0.3901 -0.2442
C -2.2429 0.8698 -0.4949
O -3.2886 1.0550 -1.0580
O 0.1062 -0.1556 1.0306
C 1.5081 -0.1327 1.2496
H -2.2221 -1.1304 -0.7342
H -1.6024 1.6959 -0.1376
H 1.6386 0.1068 2.3059
H 1.9820 0.6391 0.6329
H 1.9702 -1.1070 1.0427
```

Want to see where the charge sits? The Löwdin charges in e are:
1 H 0.0420
2 N 0.1826
3 C -0.5191
4 N 0.1084
5 C -0.3294
6 O 0.0480
7 O -0.0517
8 C -0.0656
9 H 0.1519
10 H 0.1423
11 H 0.0957
12 H 0.1008
13 H 0.0941

***

Run C
Molecular formula: C3H6N2O2
Method: DFT, ωB97M-V with the def2-TZVPD basis set

Computed properties:
- HOMO (eV) = -9.527
- SMILES = C=NNC(=O)CO
- net charge = 0
- HOMO-LUMO gap (eV) = 10.16

XYZ file:
```
13
C3H6N2O2 ωB97M-V with the def2-TZVPD basis set
C 2.6099 -0.0131 0.0158
N 1.7193 -0.8104 -0.3907
N 0.3947 -0.5413 -0.3134
C -0.2700 0.5507 0.1465
O 0.2317 1.5472 0.6259
C -1.7885 0.4067 -0.0165
O -2.2276 -0.9143 -0.2359
H 2.4406 0.9617 0.4569
H 3.6275 -0.3526 -0.1034
H -0.1772 -1.2788 -0.7164
H -2.2763 0.8695 0.8424
H -2.0672 0.9754 -0.9075
H -2.2170 -1.4006 0.5962
```

Want to see where the charge sits? The Löwdin charges in e are:
1 C -0.0273
2 N -0.0161
3 N 0.0260
4 C -0.4506
5 O 0.0627
6 C -0.1629
7 O -0.0616
8 H 0.0644
9 H 0.0616
10 H 0.1391
11 H 0.1287
12 H 0.1344
13 H 0.1015

***

Run D
Molecular formula: C3H6N2O2
Method: DFT, ωB97M-V with the def2-TZVPD basis set

Computed properties:
- HOMO (eV) = -9.894
- SMILES = NCN[C@@H]1OC1=O
- net charge = 0
- HOMO-LUMO gap (eV) = 10.62

XYZ file:
```
13
C3H6N2O2 ωB97M-V with the def2-TZVPD basis set
N 0.7478 0.2843 -1.8801
C 0.8809 -0.6353 -0.7638
N 0.5429 -0.4503 0.5861
C -0.7306 -0.3651 0.9662
O -1.4331 1.2082 0.6742
C -1.2195 0.7582 1.8241
O -1.2934 1.1150 2.9317
H 0.6766 1.2833 -1.7574
H -0.1048 -0.0245 -2.3795
H 1.9850 -0.8586 -0.7158
H 0.4073 -1.5019 -1.0623
H 1.0360 0.2914 0.9922
H -1.4949 -1.1047 0.5845
```

Want to see where the charge sits? The Löwdin charges in e are:
1 N 0.0291
2 C -0.3098
3 N 0.0197
4 C -0.0274
5 O 0.1119
6 C -0.6518
7 O 0.1477
8 H 0.0707
9 H 0.0812
10 H 0.1330
11 H 0.0961
12 H 0.1287
13 H 0.1709

***

Most stable structure - run B; separation to the second - 0.891 eV.

***

Run A
Molecular formula: C3H6N2O2
Method: DFT, ωB97M-V with the def2-TZVPD basis set

Computed properties:
- HOMO (eV) = -9.000
- SMILES = [H]/N=C1/OCON1C
- net charge = 0
- HOMO-LUMO gap (eV) = 9.91

XYZ file:
```
13
C3H6N2O2 ωB97M-V with the def2-TZVPD basis set
H 1.6800 1.9178 -0.4684
N 0.7084 2.0913 -0.1515
C 0.0198 1.0528 -0.1638
O -1.2554 1.1014 0.2361
C -1.9084 -0.1369 -0.0519
O -0.8137 -1.0076 -0.3210
N 0.3334 -0.3088 -0.5150
C 1.3789 -1.0003 0.1970
H -2.5042 -0.4251 0.8463
H -2.5282 0.0298 -0.9208
H 1.8534 -1.7057 -0.3879
H 2.0628 -0.2121 0.5578
H 0.9731 -1.3965 1.1429
```

Want to see where the charge sits? The Löwdin charges in e are:
1 H 0.0708
2 N 0.1661
3 C -0.4905
4 O 0.0386
5 C -0.1133
6 O -0.0748
7 N -0.1117
8 C -0.0218
9 H 0.1468
10 H 0.1259
11 H 0.0597
12 H 0.0964
13 H 0.1078

***

Run B
Molecular formula: C3H6N2O2
Method: DFT, ωB97M-V with the def2-TZVPD basis set

Computed properties:
- HOMO (eV) = -9.937
- SMILES = [H]/N=C/OCC(N)=O
- net charge = 0
- HOMO-LUMO gap (eV) = 10.90

XYZ file:
```
13
C3H6N2O2 ωB97M-V with the def2-TZVPD basis set
H 1.1895 1.1023 -1.5833
N 1.1618 0.3158 -0.9462
C 1.5594 0.5599 0.2281
O 1.2103 -0.2811 1.2289
C -0.0029 -0.9455 0.8826
C -0.8957 0.1356 0.2258
N -1.7700 -0.2330 -0.7484
O -0.8222 1.2887 0.6177
H 2.0353 1.4628 0.6117
H 0.2225 -1.8272 0.2695
H -0.4875 -1.2674 1.8080
H -2.1260 0.5748 -1.2401
H -1.6297 -1.0612 -1.3079
```

Want to see where the charge sits? The Löwdin charges in e are:
1 H 0.0766
2 N 0.1168
3 C -0.2961
4 O -0.0490
5 C -0.1032
6 C -0.5641
7 N 0.1637
8 O 0.0394
9 H 0.1429
10 H 0.1241
11 H 0.1330
12 H 0.1108
13 H 0.1050

***

Run C
Molecular formula: C3H6N2O2
Method: DFT, ωB97M-V with the def2-TZVPD basis set

Computed properties:
- HOMO (eV) = -9.242
- net charge = 0
- HOMO-LUMO gap (eV) = 9.40

XYZ file:
```
13
C3H6N2O2 ωB97M-V with the def2-TZVPD basis set
C -0.1990 -0.5213 -0.5434
C 1.4905 0.9675 0.0945
C 1.6553 -0.1224 1.1624
H -1.0138 0.6486 1.0175
H -2.3794 -1.3781 -0.2927
H 1.6317 2.0133 0.5645
H 1.7357 0.7974 -0.9361
H 1.3994 0.3047 2.1181
H 1.8248 -1.1551 0.9792
N -1.5657 -0.3026 -0.4771
N 0.3267 0.3498 0.4923
O -2.0480 0.6881 0.4444
O 0.5223 -1.1261 -1.4241
```

Want to see where the charge sits? The Löwdin charges in e are:
1 C -0.4605
2 C -0.1303
3 C 0.0375
4 H 0.1532
5 H 0.2986
6 H 0.1473
7 H 0.1121
8 H 0.1017
9 H 0.0994
10 N -0.0508
11 N -0.1337
12 O -0.1876
13 O 0.0132

***

Run D
Molecular formula: C3H6N2O2
Method: DFT, ωB97M-V with the def2-TZVPD basis set

Computed properties:
- HOMO (eV) = -9.635
- SMILES = [H]/N=C/OCC(N)=O
- net charge = 0
- HOMO-LUMO gap (eV) = 10.27

XYZ file:
```
13
C3H6N2O2 ωB97M-V with the def2-TZVPD basis set
H -1.1691 -2.9491 0.9807
N -0.7903 -2.1717 1.5187
C -0.0429 -1.4248 0.8231
O 0.5493 -0.3600 1.4895
C 0.4231 0.8222 0.7543
C 0.3600 0.5702 -0.7622
N -0.4669 1.2785 -1.5339
O 1.1666 -0.1301 -1.3710
H 0.5890 -1.5254 -0.2812
H -0.4484 1.4028 1.0971
H 1.3436 1.3999 0.9019
H -0.4461 1.1659 -2.5430
H -1.0681 1.9215 -1.0740
```

Want to see where the charge sits? The Löwdin charges in e are:
1 H 0.0473
2 N 0.1194
3 C -0.3009
4 O -0.0785
5 C -0.1292
6 C -0.5412
7 N 0.1850
8 O 0.0031
9 H 0.1943
10 H 0.1302
11 H 0.1425
12 H 0.1322
13 H 0.0958

***

Most stable structure - run B; separation to the second - 0.783 eV.